31
Properties=species:S:1:pos:R:3:nbo_charge:R:1 method="wB97M-V/def2-TZVPD" mol_weight_g_mol=187.29 total_energy_ha=-559.810842 relative_energy_ev=13.9887 e_homo_ha=-0.3135
N 1.0389 -0.4779 0.0561 -0.405
C -1.1070 -1.5152 -0.4005 -0.162
C -1.6677 -2.5831 0.0694 -0.188
C 0.4072 -1.3909 -0.7983 -0.213
C -3.0133 -2.8420 0.3733 -0.203
C 4.3505 3.3099 0.1715 -0.636
C 2.7915 3.3692 -0.1531 -0.242
C 0.2984 0.7894 -0.1623 -0.268
C 1.8682 2.7028 0.4261 -0.004
C -2.0309 -0.8302 -1.0452 -0.193
C -4.0323 -2.1078 -0.3103 -0.223
C -3.3745 -1.1286 -1.0125 -0.211
C 0.3678 -1.1129 1.4433 -0.529
C 0.7502 2.0271 0.8278 -0.231
H 4.5488 2.2646 0.2738 0.227
H -0.3442 2.5203 1.6284 0.231
H -0.9794 -3.5482 0.1065 0.204
H 1.0297 -2.0066 1.8346 0.216
H 4.7403 3.9243 1.1811 0.221
H 2.6060 4.2563 -1.1463 0.215
H -4.1056 -0.4910 -1.7190 0.213
H -0.8717 -1.4017 1.0363 0.270
H 0.4751 -0.3913 2.5291 0.217
H -3.0043 -3.9564 0.9519 0.225
H 0.9999 -2.1122 -0.6473 0.205
H 0.4300 -0.8722 -1.8383 0.193
H -5.0447 -2.4333 -0.2147 0.239
H -1.6295 0.2148 -1.4912 0.219
H 4.8466 4.0496 -0.7295 0.219
H -0.7980 0.6597 0.0173 0.189
H 0.4540 1.1139 -1.2581 0.204